[1]
A cluster of 7 separate species, C21H49NO13S4 in total. Source: the OMol25 dataset; level of theory: ωB97M-V with the def2-TZVPD basis set.

Bonds (Å) are listed after each position.
Element x y z (Å)
1 N 0.429 0.453 0.297  H2 1.010, H3 1.010, H4 1.010, H5 1.010
2 H 0.759 0.225 -0.629  N1 1.010
3 H 0.934 1.244 0.670  N1 1.010
4 H 0.704 -0.283 0.932  N1 1.010
5 H -0.578 0.537 0.311  N1 1.010
6 C 2.307 -4.612 5.700  C7 1.571, H10 1.090, H11 1.090, H12 1.090
7 C 2.893 -4.542 4.244  C6 1.571, C8 1.570, O9 1.431, H13 1.090
8 C 3.641 -5.889 3.942  C7 1.570, H14 1.090, H15 1.090, H16 1.090
9 O 2.100 -3.883 3.251  C7 1.431
10 H 3.043 -5.011 6.397  C6 1.090
11 H 1.616 -5.453 5.633  C6 1.090
12 H 1.864 -3.701 6.102  C6 1.090
13 H 3.732 -3.889 4.483  C7 1.090
14 H 4.183 -6.117 4.860  C8 1.090
15 H 4.237 -5.735 3.043  C8 1.090
16 H 2.924 -6.700 3.812  C8 1.090
17 O 6.991 4.794 1.108  S18 1.473
18 S 6.537 3.586 0.396  O17 1.473, O19 1.485, O20 1.664, C23 1.901
19 O 5.100 3.233 0.283  S18 1.485
20 O 7.233 3.571 -1.116  S18 1.664, C21 1.401
21 C 6.468 3.408 -2.278  O20 1.401, C22 1.555, H24 1.090, H25 1.090
22 C 5.732 4.741 -2.596  C21 1.555, H26 1.090, H27 1.090, H28 1.090
23 C 7.488 2.099 1.102  S18 1.901, H29 1.090, H30 1.090, H31 1.090
24 H 5.850 2.510 -2.285  C21 1.090
25 H 7.250 3.177 -3.001  C21 1.090
26 H 4.741 4.712 -2.143  C22 1.090
27 H 5.779 4.833 -3.681  C22 1.090
28 H 6.259 5.605 -2.190  C22 1.090
29 H 7.223 1.145 0.647  C23 1.090
30 H 7.260 2.146 2.167  C23 1.090
31 H 8.547 2.278 0.919  C23 1.090
32 O -3.925 -1.269 1.310  S33 1.442
33 S -4.738 -1.511 2.476  O32 1.442, O34 1.479, O35 1.643, C38 1.789
34 O -5.810 -0.564 2.851  S33 1.479
35 O -5.401 -3.010 2.365  S33 1.643, C36 1.427
36 C -4.674 -4.010 1.652  O35 1.427, C37 1.495, H39 1.090, H40 1.090
37 C -5.212 -4.024 0.257  C36 1.495, H41 1.090, H42 1.090, H43 1.090
38 C -3.726 -1.832 3.916  S33 1.789, H44 1.090, H45 1.090, H46 1.090
39 H -4.992 -4.955 2.095  C36 1.090
40 H -3.592 -3.889 1.701  C36 1.090
41 H -5.054 -4.965 -0.271  C37 1.090
42 H -4.912 -3.174 -0.356  C37 1.090
43 H -6.297 -3.930 0.283  C37 1.090
44 H -4.455 -2.104 4.679  C38 1.090
45 H -3.241 -0.890 4.174  C38 1.090
46 H -3.048 -2.660 3.709  C38 1.090
47 O 4.296 -3.170 -4.906  S48 1.482
48 S 3.314 -3.493 -3.845  O47 1.482, O49 1.425, O50 1.682, C53 1.796
49 O 2.630 -2.476 -3.118  S48 1.425
50 O 2.101 -4.497 -4.436  S48 1.682, C51 1.461
51 C 1.012 -4.913 -3.556  O50 1.461, C52 1.559, H54 1.090, H55 1.090
52 C 0.641 -6.357 -4.010  C51 1.559, H56 1.090, H57 1.090, H58 1.090
53 C 4.049 -4.644 -2.678  S48 1.796, H59 1.090, H60 1.090, H61 1.090
54 H 0.133 -4.276 -3.655  C51 1.090
55 H 1.262 -4.902 -2.495  C51 1.090
56 H -0.247 -6.739 -3.507  C52 1.090
57 H 1.490 -7.033 -3.906  C52 1.090
58 H 0.355 -6.306 -5.061  C52 1.090
59 H 4.805 -4.110 -2.102  C53 1.090
60 H 4.677 -5.394 -3.157  C53 1.090
61 H 3.307 -5.097 -2.021  C53 1.090
62 O -3.145 5.547 4.149  S63 1.458
63 S -2.756 6.140 2.875  O62 1.458, O64 1.438, O65 1.639, C68 1.868
64 O -2.161 5.321 1.853  S63 1.438
65 O -4.076 6.892 2.261  S63 1.639, C66 1.470
66 C -5.324 6.124 2.149  O65 1.470, C67 1.565, H69 1.090, H70 1.090
67 C -6.290 6.975 1.259  C66 1.565, H71 1.090, H72 1.090, H73 1.090
68 C -1.685 7.636 3.200  S63 1.868, H74 1.090, H75 1.090, H76 1.090
69 H -5.800 5.939 3.112  C66 1.090
70 H -5.210 5.128 1.723  C66 1.090
71 H -6.778 7.759 1.838  C67 1.090
72 H -7.072 6.346 0.833  C67 1.090
73 H -5.803 7.565 0.482  C67 1.090
74 H -0.899 7.222 3.832  C68 1.090
75 H -2.294 8.253 3.861  C68 1.090
76 H -1.397 8.113 2.264  C68 1.090
77 C -3.153 2.601 -3.801  C78 1.386, C82 1.416, H83 1.080
78 C -4.333 1.914 -4.037  C77 1.386, C79 1.377, H84 1.080
79 C -4.311 0.778 -4.816  C78 1.377, C80 1.410, H85 1.080
80 C -3.100 0.207 -5.254  C79 1.410, C81 1.371, H86 1.080
81 C -1.926 0.885 -5.049  C80 1.371, C82 1.424, H87 1.080
82 C -1.942 2.137 -4.370  C77 1.416, C81 1.424, H88 1.080
83 H -3.090 3.445 -3.131  C77 1.080
84 H -5.261 2.200 -3.564  C78 1.080
85 H -5.190 0.157 -4.909  C79 1.080
86 H -3.024 -0.695 -5.844  C80 1.080
87 H -0.993 0.516 -5.448  C81 1.080
88 H -0.980 2.608 -4.232  C82 1.080

Calculated values
Highest occupied orbital energy (eV): -4.647
Lowest unoccupied orbital energy (eV): -1.7

=====

[2]
A cluster of 3 separate species, C21H50N4O5P in total. Source: the OMol25 dataset; level of theory: ωB97M-V with the def2-TZVPD basis set.

Bonds (Å) are listed after each position.
Element x y z (Å)
1 C -3.845 -0.857 -1.534  C2 1.613, H22 1.140, H23 1.145, H24 1.153
2 C -3.390 0.432 -2.391  C1 1.613, P3 1.900, H25 1.156, H26 1.156
3 P -1.746 1.209 -1.840  C2 1.900, C4 1.895, N5 1.810
4 C -1.063 2.023 -3.410  P3 1.895, H27 1.155, H28 1.146, H29 1.139
5 N -0.614 -0.065 -1.231  P3 1.810, C6 1.345, H30 1.037
6 C 0.635 0.255 -0.846  N5 1.345, N7 1.457, N12 1.459
7 N 1.015 1.652 -1.010  C6 1.457, C8 1.491, H31 1.029
8 C 1.036 2.450 0.249  N7 1.491, C9 1.599, H32 1.141, H33 1.155
9 C -0.270 2.359 1.167  C8 1.599, C10 1.625, H34 1.151, H35 1.136
10 C 0.260 2.110 2.683  C9 1.625, N11 1.493, H36 1.152, H37 1.144
11 N -0.832 1.778 3.645  C10 1.493, H38 1.039, H39 1.034
12 N 1.462 -0.848 -0.371  C6 1.459, C13 1.495, C18 1.496
13 C 2.667 -0.405 0.396  N12 1.495, C14 1.598, H40 1.156, H41 1.144
14 C 3.776 -1.529 0.639  C13 1.598, C15 1.610, H42 1.154, H43 1.156
15 C 3.318 -2.720 1.620  C14 1.610, C16 1.627, H44 1.148, H45 1.140
16 C 4.212 -2.668 2.979  C15 1.627, O17 1.446, H46 1.157, H47 1.153
17 O 3.677 -3.500 4.034  C16 1.446, H48 0.983
18 C 1.795 -1.699 -1.555  N12 1.496, C19 1.620, H49 1.151, H50 1.154
19 C 1.530 -3.246 -1.154  C18 1.620, O20 1.257, O21 1.408
20 O 2.456 -4.093 -1.229  C19 1.257
21 O 0.245 -3.578 -0.683  C19 1.408, H51 0.992
22 H -4.853 -0.621 -1.056  C1 1.140
23 H -3.036 -1.047 -0.745  C1 1.145
24 H -3.933 -1.738 -2.272  C1 1.153
25 H -4.185 1.250 -2.202  C2 1.156
26 H -3.421 0.249 -3.531  C2 1.156
27 H -1.867 2.784 -3.740  C4 1.155
28 H -0.131 2.649 -3.184  C4 1.146
29 H -0.866 1.304 -4.271  C4 1.139
30 H -0.906 -1.060 -1.206  N5 1.037
31 H 1.851 1.774 -1.596  N7 1.029
32 H 1.963 2.183 0.860  C8 1.141
33 H 1.162 3.554 -0.063  C8 1.155
34 H -0.791 3.386 1.163  C9 1.151
35 H -1.042 1.584 0.860  C9 1.136
36 H 0.774 3.086 3.017  C10 1.152
37 H 1.066 1.299 2.730  C10 1.144
38 H -0.393 1.174 4.367  N11 1.039
39 H -1.514 1.203 3.120  N11 1.034
40 H 2.299 -0.086 1.444  C13 1.156
41 H 3.148 0.522 -0.072  C13 1.144
42 H 4.238 -1.928 -0.340  C14 1.154
43 H 4.654 -1.000 1.175  C14 1.156
44 H 3.549 -3.720 1.106  C15 1.148
45 H 2.209 -2.717 1.884  C15 1.140
46 H 4.235 -1.560 3.312  C16 1.157
47 H 5.310 -2.927 2.743  C16 1.153
48 H 2.980 -4.094 3.678  O17 0.983
49 H 2.864 -1.545 -1.953  C18 1.151
50 H 1.114 -1.516 -2.468  C18 1.154
51 H 0.216 -4.527 -0.396  O21 0.992
52 C -0.012 3.202 -8.916  C53 1.518, H57 1.093, H58 1.092, H59 1.091
53 C -0.149 2.207 -7.777  C52 1.518, O54 1.422, H60 1.094, H61 1.095
54 O -1.095 2.600 -6.789  C53 1.422, C55 1.422
55 C -2.439 2.760 -7.227  O54 1.422, C56 1.519, H62 1.094, H63 1.093
56 C -3.049 1.487 -7.789  C55 1.519, H64 1.092, H65 1.092, H66 1.094
57 H 0.211 4.200 -8.530  C52 1.093
58 H 0.789 2.898 -9.592  C52 1.092
59 H -0.931 3.274 -9.499  C52 1.091
60 H 0.813 2.124 -7.265  C53 1.094
61 H -0.387 1.206 -8.153  C53 1.095
62 H -2.508 3.581 -7.946  C55 1.094
63 H -3.013 3.066 -6.349  C55 1.093
64 H -2.550 1.173 -8.708  C56 1.092
65 H -4.106 1.642 -8.019  C56 1.092
66 H -2.960 0.667 -7.071  C56 1.094
67 C -0.948 -3.403 7.757  C68 1.519, H72 1.093, H73 1.092, H74 1.091
68 C 0.065 -2.381 7.270  C67 1.519, O69 1.422, H75 1.093, H76 1.095
69 O -0.524 -1.265 6.616  C68 1.422, C70 1.423
70 C -1.416 -0.474 7.394  O69 1.423, C71 1.519, H77 1.094, H78 1.093
71 C -0.763 0.154 8.613  C70 1.519, H79 1.092, H80 1.092, H81 1.093
72 H -1.598 -3.722 6.938  C67 1.093
73 H -0.439 -4.279 8.165  C67 1.092
74 H -1.587 -2.994 8.541  C67 1.091
75 H 0.719 -2.858 6.535  C68 1.093
76 H 0.711 -2.046 8.087  C68 1.095
77 H -2.296 -1.061 7.677  C70 1.094
78 H -1.772 0.323 6.737  C70 1.093
79 H -0.446 -0.602 9.335  C71 1.092
80 H -1.464 0.824 9.117  C71 1.092
81 H 0.124 0.724 8.325  C71 1.093

Calculated values
Charge: +1
Highest occupied orbital energy (eV): -11.293
Lowest unoccupied orbital energy (eV): -3.8

=====

[3]
A cluster of 4 separate species, C21H51FN in total. Source: the OMol25 dataset; level of theory: ωB97M-V with the def2-TZVPD basis set.

Bonds (Å) are listed after each position.
Element x y z (Å)
1 N 5.271 2.065 2.007  C2 1.522, H6 1.020, H7 1.023, H8 1.026
2 C 4.516 3.253 1.427  N1 1.522, C3 1.519, H9 1.088, H10 1.086
3 C 3.129 3.327 2.042  C2 1.519, C4 1.511, H11 1.090, H12 1.095
4 C 2.217 2.311 1.394  C3 1.511, F5 1.414, H13 1.093, H14 1.089
5 F 2.716 1.030 1.730  C4 1.414
6 H 5.917 2.331 2.750  N1 1.020
7 H 5.804 1.578 1.284  N1 1.023
8 H 4.591 1.391 2.377  N1 1.026
9 H 4.445 3.044 0.361  C2 1.088
10 H 5.112 4.149 1.573  C2 1.086
11 H 2.726 4.333 1.931  C3 1.090
12 H 3.175 3.120 3.116  C3 1.095
13 H 2.266 2.398 0.306  C4 1.093
14 H 1.175 2.386 1.698  C4 1.089
15 C -4.153 2.353 0.977  C16 1.525, H21 1.092, H22 1.090, H23 1.092
16 C -4.006 1.296 2.066  C15 1.525, C17 1.527, H24 1.093, H25 1.092
17 C -2.840 1.553 3.019  C16 1.527, C18 1.529, H26 1.093, H27 1.094
18 C -1.465 1.570 2.349  C17 1.529, C19 1.528, H28 1.098, H29 1.096
19 C -1.098 0.295 1.591  C18 1.528, C20 1.525, H30 1.096, H31 1.093
20 C -1.027 -0.943 2.478  C19 1.525, H32 1.093, H33 1.091, H34 1.090
21 H -3.278 2.387 0.324  C15 1.092
22 H -5.018 2.150 0.346  C15 1.090
23 H -4.283 3.347 1.411  C15 1.092
24 H -3.902 0.313 1.601  C16 1.093
25 H -4.926 1.254 2.653  C16 1.092
26 H -2.849 0.800 3.810  C17 1.093
27 H -2.995 2.515 3.518  C17 1.094
28 H -0.708 1.749 3.124  C18 1.098
29 H -1.410 2.421 1.663  C18 1.096
30 H -0.123 0.442 1.112  C19 1.096
31 H -1.802 0.121 0.774  C19 1.093
32 H -0.308 -0.803 3.289  C20 1.093
33 H -0.720 -1.820 1.907  C20 1.091
34 H -1.994 -1.171 2.930  C20 1.090
35 C -7.329 -4.414 0.496  C36 1.525, H41 1.091, H42 1.090, H43 1.092
36 C -6.540 -4.034 -0.752  C35 1.525, C37 1.528, H44 1.094, H45 1.093
37 C -5.070 -4.448 -0.696  C36 1.528, C38 1.530, H46 1.093, H47 1.094
38 C -4.276 -3.831 0.458  C37 1.530, C39 1.527, H48 1.095, H49 1.093
39 C -4.300 -2.305 0.503  C38 1.527, C40 1.525, H50 1.094, H51 1.094
40 C -3.706 -1.644 -0.738  C39 1.525, H52 1.093, H53 1.092, H54 1.091
41 H -6.944 -3.913 1.386  C35 1.091
42 H -8.380 -4.141 0.397  C35 1.090
43 H -7.280 -5.490 0.675  C35 1.092
44 H -6.617 -2.955 -0.918  C36 1.094
45 H -6.999 -4.503 -1.627  C36 1.093
46 H -4.592 -4.196 -1.646  C37 1.093
47 H -5.012 -5.538 -0.611  C37 1.094
48 H -3.237 -4.168 0.384  C38 1.095
49 H -4.650 -4.219 1.409  C38 1.093
50 H -3.742 -1.977 1.385  C39 1.094
51 H -5.324 -1.950 0.647  C39 1.094
52 H -2.671 -1.961 -0.890  C40 1.093
53 H -3.715 -0.556 -0.645  C40 1.092
54 H -4.268 -1.895 -1.638  C40 1.091
55 C 3.423 -0.244 -1.509  C56 1.525, H61 1.089, H62 1.091, H63 1.092
56 C 4.644 0.664 -1.612  C55 1.525, C57 1.527, H64 1.094, H65 1.101
57 C 4.619 1.654 -2.774  C56 1.527, C58 1.530, H66 1.094, H67 1.096
58 C 4.556 0.997 -4.154  C57 1.530, C59 1.528, H68 1.093, H69 1.093
59 C 5.688 0.013 -4.445  C58 1.528, C60 1.525, H70 1.092, H71 1.094
60 C 7.076 0.642 -4.388  C59 1.525, H72 1.092, H73 1.090, H74 1.092
61 H 3.326 -0.896 -2.377  C55 1.089
62 H 3.505 -0.892 -0.635  C55 1.091
63 H 2.494 0.323 -1.413  C55 1.092
64 H 5.543 0.042 -1.665  C56 1.094
65 H 4.734 1.232 -0.673  C56 1.101
66 H 5.500 2.300 -2.716  C57 1.094
67 H 3.749 2.312 -2.663  C57 1.096
68 H 4.570 1.789 -4.908  C58 1.093
69 H 3.596 0.488 -4.272  C58 1.093
70 H 5.525 -0.412 -5.437  C59 1.092
71 H 5.638 -0.832 -3.750  C59 1.094
72 H 7.153 1.478 -5.085  C60 1.092
73 H 7.847 -0.082 -4.649  C60 1.090
74 H 7.311 1.021 -3.391  C60 1.092

Calculated values
Charge: +1
Energy above the lowest of the compared OMol25 structures with the same formula, charge and spin (kcal per mole): 0.0
Highest occupied orbital energy (eV): -12.255
Lowest unoccupied orbital energy (eV): -3.3